# 1
The following is a quantum chemistry calculation of 9 unconnected molecules or ions with the total composition C42H83BBrN2O36PS8 in a non-equilibrium geometry, from the Open Molecules 2025 dataset.

Element x y z (Å)
C (-9.2922, -2.6120, -1.1306)
C (-9.1128, -4.2459, -1.2551)
C (-8.0918, -4.8844, -0.1113)
C (-8.3039, -4.2413, 1.3801)
C (-7.1067, -3.2191, 1.8678)
C (-5.6018, -3.8607, 1.7021)
C (-4.5316, -2.9761, 2.5966)
C (-3.1504, -3.8952, 2.7478)
C (-1.8388, -2.8944, 2.6075)
C (-1.2591, -3.0092, 1.0821)
C (-0.1468, -4.2111, 0.9416)
C (-0.4184, -5.0769, -0.4641)
C (0.6402, -4.6673, -1.6402)
C (0.0362, -3.8389, -2.9049)
C (-0.9281, -2.5775, -2.5744)
C (-0.2519, -1.1351, -2.3145)
C (1.3659, -1.0127, -2.3456)
C (1.8459, -0.4876, -3.8150)
C (1.9774, 1.1221, -4.0158)
C (3.4578, 1.2178, -4.7947)
C (4.7275, 0.9315, -3.7429)
O (5.4142, 1.9292, -3.1533)
C (2.2045, 2.1502, -2.7840)
O (2.6955, 2.0894, -1.5539)
N (1.7104, 3.4719, -3.4089)
C (0.3307, 3.0350, -3.9460)
B (-0.5322, 4.3330, -4.3957)
O (-0.9766, 4.6691, -5.7959)
N (-0.9145, 5.3923, -3.3718)
C (-1.6669, 4.8630, -2.1911)
C (0.2140, 6.3268, -3.0280)
C (0.7253, 1.7989, -4.9033)
P (1.0462, 1.9426, -6.7586)
O (1.5843, 0.3250, -7.2615)
Br (-0.8985, 2.1532, -7.9862)
H (-8.4062, -2.0895, -0.5668)
H (-10.3340, -2.3925, -0.6369)
H (-9.3019, -2.1799, -2.2335)
H (-8.6087, -4.4654, -2.3035)
H (-10.1361, -4.8262, -1.2601)
H (-6.9913, -4.8602, -0.5072)
H (-8.3902, -6.0368, -0.0384)
H (-9.3433, -3.6920, 1.4715)
H (-8.3395, -5.1519, 2.1469)
H (-7.2509, -3.0333, 3.0359)
H (-7.2557, -2.1887, 1.3298)
H (-5.6401, -5.0053, 2.0275)
H (-5.3625, -3.8435, 0.5473)
H (-4.3546, -1.9735, 2.0163)
H (-5.0011, -2.8033, 3.6636)
H (-3.2135, -4.4095, 3.7985)
H (-3.1124, -4.7524, 1.9406)
H (-1.0071, -3.1069, 3.4355)
H (-2.2007, -1.7912, 2.7788)
H (-2.1778, -3.3384, 0.3944)
H (-0.8105, -1.9702, 0.7046)
H (-0.3556, -4.9677, 1.8354)
H (0.9598, -3.8001, 0.9835)
H (-1.5473, -5.0883, -0.7773)
H (-0.1674, -6.2045, -0.1600)
H (1.6004, -4.1021, -1.2184)
H (1.0692, -5.6935, -2.0749)
H (0.9111, -3.4809, -3.5939)
H (-0.6014, -4.6047, -3.5608)
H (-1.6674, -2.4582, -3.5057)
H (-1.6553, -2.8204, -1.6610)
H (-0.6342, -0.6961, -1.2742)
H (-0.6730, -0.3810, -3.1391)
H (1.9660, -2.0104, -2.1324)
H (1.6692, -0.2920, -1.4422)
H (1.0371, -0.8623, -4.6098)
H (2.8331, -1.0876, -4.0955)
H (3.6610, 2.2886, -5.2413)
H (3.5770, 0.3524, -5.6086)
H (5.0479, -0.1686, -3.4240)
H (2.1810, 3.6730, -4.3405)
H (-0.1018, 2.4802, -2.9814)
H (-1.9749, 4.8059, -5.6834)
H (-1.2793, 5.4124, -1.2075)
H (-2.8110, 5.1698, -2.2900)
H (-1.5823, 3.7186, -1.9817)
H (-0.2378, 7.2354, -2.3993)
H (0.9808, 5.7740, -2.3403)
H (0.6862, 6.8133, -3.9857)
H (-0.1774, 1.0197, -4.8376)
H (0.8646, -0.1077, -7.8080)
O (-6.9072, -0.4961, 7.0669)
S (-6.1225, -1.5271, 6.4248)
O (-6.3949, -2.0071, 5.0899)
O (-6.0442, -2.8074, 7.4310)
C (-4.6792, -3.0942, 7.7304)
C (-3.9474, -1.7596, 7.6160)
O (-4.5514, -1.0967, 6.5076)
H (-4.3110, -3.8104, 6.9887)
H (-4.5912, -3.5289, 8.7297)
H (-2.8746, -1.8855, 7.4521)
H (-4.1094, -1.1438, 8.5070)
O (5.4717, 3.7347, -10.7650)
S (5.6586, 4.5654, -9.5961)
O (6.1727, 5.9136, -9.6626)
O (6.5409, 3.7263, -8.5119)
C (5.8040, 3.5969, -7.2972)
C (4.3340, 3.6274, -7.7068)
O (4.2593, 4.5874, -8.7583)
H (6.0522, 4.4488, -6.6559)
H (6.0710, 2.6680, -6.7863)
H (3.6771, 3.9089, -6.8803)
H (4.0170, 2.6597, -8.1099)
O (-3.5948, -7.8507, -4.6105)
S (-2.5657, -6.9199, -5.0174)
O (-2.0428, -5.8939, -4.1454)
O (-3.0333, -6.2241, -6.4156)
C (-2.0580, -6.4814, -7.4245)
C (-1.4120, -7.8092, -7.0379)
O (-1.3129, -7.7760, -5.6159)
H (-1.3264, -5.6672, -7.4066)
H (-2.5304, -6.5236, -8.4096)
H (-0.4260, -7.9400, -7.4901)
H (-2.0528, -8.6539, -7.3121)
O (5.3459, -1.4085, 3.2623)
S (4.8530, -0.0582, 3.1050)
O (4.1121, 0.6341, 4.1337)
O (4.0036, 0.0145, 1.7154)
C (4.5815, 0.9951, 0.8554)
C (6.0620, 1.0391, 1.2240)
O (6.0985, 0.8874, 2.6412)
H (4.0960, 1.9551, 1.0588)
H (4.4247, 0.7237, -0.1920)
H (6.5383, 1.9756, 0.9240)
H (6.6038, 0.1972, 0.7802)
O (-4.5895, 6.5419, 2.3900)
S (-4.5559, 6.2869, 0.9670)
O (-3.9672, 5.0988, 0.3940)
O (-3.9120, 7.5917, 0.2317)
C (-4.8466, 8.1164, -0.7099)
C (-6.2243, 7.7495, -0.1649)
O (-6.0719, 6.4433, 0.3860)
H (-4.6637, 7.6347, -1.6759)
H (-4.7179, 9.1972, -0.8131)
H (-6.9936, 7.7535, -0.9407)
H (-6.5205, 8.4249, 0.6446)
O (6.6555, 3.9135, 2.1799)
S (7.9354, 4.5152, 2.4814)
O (8.5450, 4.4547, 3.7895)
O (7.8909, 6.0725, 2.0009)
C (8.9245, 6.3051, 1.0455)
C (9.1493, 4.9635, 0.3532)
O (9.0182, 3.9857, 1.3826)
H (9.8215, 6.6253, 1.5852)
H (8.6251, 7.0872, 0.3427)
H (10.1328, 4.8976, -0.1182)
H (8.3735, 4.7715, -0.3956)
O (11.3946, 8.3118, 7.8504)
S (10.0684, 8.0759, 7.3244)
O (9.0391, 9.0890, 7.3011)
O (9.4669, 6.7411, 8.0416)
C (9.1486, 5.7692, 7.0469)
C (10.1082, 6.0392, 5.8911)
O (10.2192, 7.4589, 5.8220)
H (8.1090, 5.9235, 6.7404)
H (9.2621, 4.7594, 7.4504)
H (9.7439, 5.6343, 4.9440)
H (11.1031, 5.6326, 6.1017)
O (-3.8927, -7.8959, 7.9735)
S (-3.4404, -6.7361, 8.7095)
O (-3.2481, -5.4417, 8.0981)
O (-2.0780, -7.1404, 9.5084)
C (-2.2702, -6.9406, 10.9078)
C (-3.7650, -7.1370, 11.1463)
O (-4.4035, -6.5532, 10.0130)
H (-1.9632, -5.9183, 11.1512)
H (-1.6644, -7.6478, 11.4807)
H (-4.1057, -6.6608, 12.0687)
H (-4.0240, -8.2008, 11.1690)

Computed properties:
**Structure (SMILES)**: CCCCCCCCCCCCCCCCCC[C@]1(CC=O)C(=O)N[C@@H](B(O)N(C)C)[C@H]1P(O)Br.O=S1(=O)OCCO1.O=S1(=O)OCCO1.O=S1(=O)OCCO1.O=S1(=O)OCCO1.O=S1(=O)OCCO1.O=S1(=O)OCCO1.O=S1(=O)OCCO1.O=S1(=O)OCCO1
**Spin multiplicity**: 1
**Energy**: -10593.34674 Ha
**HOMO-LUMO gap**: 8.18 eV

Results of the Mulliken charge analysis, in e, for atoms 1 through 5: -0.6979 -0.4778 -0.4161 -0.6379 -0.0412



# 2
The following is a quantum chemistry calculation of C5H6N2S in the gas phase in a non-equilibrium geometry, from the Open Molecules 2025 dataset.

Element x y z (Å)
C (0.3551, 0.6134, 2.3402)
C (0.3394, 0.2340, 1.0637)
C (1.5689, -0.2810, 0.4990)
N (2.5882, -0.6819, 0.1174)
N (-0.8262, 0.3201, 0.2892)
C (-1.1191, -0.0040, -1.0175)
C (-0.0329, -0.5648, -1.8902)
S (-2.6482, 0.2593, -1.5663)
H (-0.5482, 0.9858, 2.8542)
H (1.2571, 0.5553, 2.9070)
H (-1.6305, 0.6921, 0.7655)
H (0.8097, 0.1347, -1.9930)
H (-0.4688, -0.7334, -2.8700)
H (0.3555, -1.5295, -1.4992)

Computed properties:
**Structure (SMILES)**: C=C(C#N)NC(C)=S
**Spin multiplicity**: 1
**Energy**: -701.78705 Ha
**Relative energy (zero: lowest compared OMol25 entry of this formula, charge and spin)**: 32.6 kcal/mol
**HOMO-LUMO gap**: 8.63 eV

Results of the Mulliken charge analysis, in e, for atoms 1 through 5: -1.1603 0.8787 0.0634 -0.4018 -0.1644



# 3
The following is a quantum chemistry calculation of 2 unconnected molecules or ions with the total composition C2H3NS in a non-equilibrium geometry, from the Open Molecules 2025 dataset.

Element x y z (Å)
C (-1.9410, -0.7664, 0.1502)
C (-1.4198, 0.3387, -0.1150)
N (2.0979, 0.2982, -0.4010)
S (-0.5554, 1.6977, -0.4032)
H (-2.6306, -1.4631, 0.5069)
H (1.6540, -0.6506, -0.0575)
H (2.7949, 0.5455, 0.3196)

Computed properties:
**Spin multiplicity**: 1
**Energy**: -530.71437 Ha
**Relative energy (zero: lowest compared OMol25 entry of this formula, charge and spin)**: 138.3 kcal/mol
**HOMO-LUMO gap (spin up / spin down)**: 5.57 / 5.57 eV

Results of the Mulliken charge analysis, in e, for atoms 1 through 5: -0.0349 -0.2258 -0.4551 -0.1182 0.3829



# 4
The following is a quantum chemistry calculation of C4H10N2O2 in the gas phase in a non-equilibrium geometry, from the Open Molecules 2025 dataset.

Element x y z (Å)
C (-0.1876, 1.8171, -1.4139)
C (0.2717, 0.5976, -0.5907)
N (0.8887, -0.4340, -1.5436)
C (-1.1244, 0.0430, -0.1307)
O (-2.1255, 0.2518, -0.7576)
N (-1.0207, -0.7676, 1.0489)
C (0.0414, -1.0213, 2.0006)
O (0.7805, -2.1645, 1.7211)
H (-1.0844, 1.5270, -1.8470)
H (-0.5162, 2.6584, -0.7714)
H (0.6166, 2.1013, -2.1519)
H (0.8138, 0.8710, 0.4119)
H (1.5939, -0.8024, -0.9571)
H (1.3820, 0.2646, -2.2174)
H (-1.9289, -1.1420, 1.3893)
H (0.8308, -0.3759, 2.0266)
H (-0.2459, -1.2692, 3.0671)
H (1.0144, -2.1549, 0.7157)

Computed properties:
**Structure (SMILES)**: C[C@H](N)C(=O)NCO
**Spin multiplicity**: 1
**Energy**: -418.34626 Ha
**Relative energy (zero: lowest compared OMol25 entry of this formula, charge and spin)**: 72.0 kcal/mol
**HOMO-LUMO gap**: 10.58 eV

Results of the Mulliken charge analysis, in e, for atoms 1 through 5: -1.3608 0.4260 -0.6767 0.2704 -0.5801



# 5
The following is a quantum chemistry calculation of a molecular structure, C34H49ClO3P4Ru in a non-equilibrium geometry, from the Open Molecules 2025 dataset.

Element x y z (Å)
P (1.5722, 1.1583, -5.5795)
C (3.1376, 1.4912, -4.8699)
C (3.9490, 0.8320, -5.8359)
H (3.5094, 0.0147, -6.4193)
C (5.2286, 1.2905, -6.0645)
H (5.8266, 0.8269, -6.8478)
C (5.7198, 2.3504, -5.2893)
H (6.7227, 2.7159, -5.4835)
C (4.9673, 2.9239, -4.2632)
H (5.3842, 3.7396, -3.6585)
C (3.6606, 2.4970, -4.0098)
H (3.0385, 2.8864, -3.2010)
C (1.0489, -0.5408, -5.4848)
C (1.7623, -1.6528, -4.9670)
H (2.5868, -1.4893, -4.2612)
C (1.4038, -2.9341, -5.3928)
H (1.9685, -3.7973, -5.0321)
C (0.3666, -3.0892, -6.3236)
H (0.1287, -4.0871, -6.6870)
C (-0.3792, -1.9997, -6.7857)
H (-1.1782, -2.1237, -7.5180)
C (-0.0777, -0.7295, -6.3278)
H (-0.6288, 0.1541, -6.6772)
C (0.3068, 2.3886, -5.4302)
C (0.6968, 3.0368, -6.6211)
H (1.6510, 2.7344, -7.0938)
C (-0.1263, 3.9929, -7.1881)
H (0.1502, 4.4414, -8.1333)
C (-1.3033, 4.3440, -6.5029)
H (-1.9394, 5.1086, -6.9303)
C (-1.6667, 3.7597, -5.2863)
H (-2.5728, 4.0713, -4.7510)
C (-0.8847, 2.7324, -4.7357)
H (-1.1321, 2.2274, -3.8001)
Ru (0.0923, -0.0093, 0.1214)
C (-1.5181, -1.1699, -0.4698)
C (-1.8323, -1.4227, -1.7609)
H (-2.1293, -1.5903, 0.3586)
C (-1.1083, -0.7667, -2.9028)
O (-2.0703, -0.0922, -3.6941)
H (-1.7476, 0.2826, -4.5199)
C (-0.0839, 0.1027, -2.3466)
H (-0.6711, -1.5727, -3.4939)
C (0.4172, 0.8446, -1.3852)
Cl (2.0230, 1.3590, 0.6452)
P (-1.2683, 1.9828, 0.1988)
P (1.6091, -1.7227, 0.0098)
C (-0.7440, 3.0063, 1.6030)
H (0.3013, 3.2880, 1.4299)
H (-0.7856, 2.4135, 2.5231)
H (-1.3941, 3.8891, 1.6684)
C (-1.3669, 3.1774, -1.1638)
H (-2.1203, 2.8661, -1.8961)
H (-0.3993, 3.2520, -1.6660)
H (-1.6396, 4.1696, -0.7734)
C (-2.9904, 1.4920, 0.4909)
H (-3.0127, 0.6990, 1.2455)
H (-3.4066, 1.1020, -0.4515)
H (-3.5610, 2.3643, 0.8337)
C (2.4402, -1.8843, 1.6101)
H (1.7474, -2.3430, 2.3243)
H (2.7224, -0.8797, 1.9506)
H (3.3271, -2.5126, 1.4770)
C (0.8129, -3.3218, -0.2734)
H (0.3932, -3.3462, -1.2877)
H (-0.0004, -3.4345, 0.4516)
H (1.5490, -4.1258, -0.1455)
C (2.9550, -1.6198, -1.1985)
H (3.3097, -0.5870, -1.2749)
H (2.6107, -1.9605, -2.1814)
H (3.7801, -2.2617, -0.8623)
P (-3.2099, -2.5217, -2.1437)
C (-3.7695, -3.4737, -0.7146)
C (-2.7408, -3.7054, -3.4244)
H (-4.0194, -2.8110, 0.1190)
H (-2.9801, -4.1565, -0.3655)
H (-4.6610, -4.0970, -0.9028)
H (-2.3994, -3.1619, -4.3136)
H (-3.5488, -4.3852, -3.7307)
H (-1.9052, -4.3172, -3.0603)
C (-4.6365, -1.5959, -2.7417)
H (-4.9861, -0.9173, -1.9586)
H (-5.4900, -2.2137, -3.0657)
H (-4.2992, -0.9885, -3.5857)
H (1.1780, 1.4333, -1.9249)
C (-1.4638, -1.0767, 3.7878)
O (-1.2060, -0.9102, 2.3900)
C (-0.0867, -0.1343, 2.1774)
O (0.5223, 0.3370, 3.1363)
H (-0.5794, -1.6028, 4.1765)
H (-2.3905, -1.6556, 3.8347)
H (-1.5505, -0.0540, 4.1917)

Computed properties:
**Charge**: +2
**Spin multiplicity**: 5
**Energy**: -3470.31179 Ha
**HOMO-LUMO gap (spin up / spin down)**: 5.54 / 4.09 eV

Results of the Mulliken charge analysis, in e, for atoms 1 through 5: -0.0784 1.5477 -0.8571 0.3973 -0.5462



# 6
The following is a quantum chemistry calculation of C4H11N3O in the gas phase in a non-equilibrium geometry, from the Open Molecules 2025 dataset.

Element x y z (Å)
C (-0.5099, -2.2885, 0.4920)
N (-0.8668, -1.5747, -0.7899)
C (-1.4701, -0.2388, -0.5632)
C (-0.5522, 0.6999, 0.2023)
N (0.3896, 1.4772, -0.6545)
C (1.7317, 1.7311, -0.5083)
N (2.2202, 1.5668, 0.7381)
O (2.3294, 2.2364, -1.4514)
H (0.4833, -1.9952, 0.7403)
H (-0.9941, -1.9928, 1.4258)
H (-0.6781, -3.3115, 0.1868)
H (-1.6234, -2.1779, -1.1404)
H (-2.3493, -0.4357, 0.1301)
H (-1.8472, 0.1558, -1.4846)
H (-1.0983, 1.4598, 0.7657)
H (0.0730, 0.0870, 0.9355)
H (-0.0577, 1.7955, -1.5014)
H (3.1955, 1.5299, 0.9909)
H (1.6242, 1.2757, 1.4861)

Computed properties:
**Structure (SMILES)**: CNCCNC(N)=O
**Spin multiplicity**: 1
**Energy**: -398.50567 Ha
**Relative energy (zero: lowest compared OMol25 entry of this formula, charge and spin)**: 30.4 kcal/mol
**HOMO-LUMO gap**: 9.93 eV

Results of the Mulliken charge analysis, in e, for atoms 1 through 5: -1.0022 -0.4828 -0.5445 -0.4725 -0.1230